Here is a structure of composition C41H39ClF7N4O5SbTi in a non-equilibrium geometry from OMol25. Energies are from wB97M-V/def2-TZVPD.

M in Da: 1005.85
DFT total energy in Ha: -4429.1914
HOMO in eV: -13.47
Total charge: +2
Relative energy (zero: lowest compared OMol25 entry of this formula, charge and spin) in kJ/mol: 44.7
Gap between HOMO and LUMO in eV: 7.13

Geometry as XYZ:
```
99
Properties=species:S:1:pos:R:3:forces:R:3:lowdin_charge:R:1
Ti 0.15060 0.40520 0.63630 1.54 1.89 -1.03 0.949
C 0.12280 -0.08080 5.07890 0.05 0.10 -0.28 -0.038
C -0.16320 -0.18460 3.58080 -0.50 -0.51 0.53 -0.203
N 0.54970 0.77270 2.69700 0.03 -0.05 0.16 -0.241
C 0.11620 2.18470 2.87950 -0.34 0.55 0.15 -0.214
C 0.70000 2.99890 4.03430 0.05 -0.19 -0.19 -0.024
C 2.00320 0.58860 2.82120 0.70 0.02 -0.20 -0.142
C 2.70310 1.29260 1.66630 0.08 0.08 0.76 -0.156
N 1.93270 1.04090 0.45500 0.20 0.47 0.74 -0.116
C 2.57750 1.17710 -0.74360 0.66 0.21 -1.72 -0.182
C 1.96320 0.66740 -1.90050 -0.04 -0.15 0.29 -0.120
F 0.77190 -0.01900 -1.69400 0.61 0.53 -0.10 0.005
C 2.49690 0.76720 -3.17360 -0.07 -0.01 0.19 -0.206
F 1.81030 0.26840 -4.19650 0.06 -0.04 0.06 0.130
C 3.72690 1.37260 -3.36830 -0.19 0.03 0.36 0.110
C 4.37140 1.89040 -2.25460 -0.28 -0.17 -0.10 -0.194
F 5.53750 2.50430 -2.40210 -0.07 -0.03 0.11 0.139
C 3.81950 1.81030 -0.98030 -0.22 -0.04 0.20 -0.130
F 4.48940 2.39350 0.03260 -0.08 -0.02 -0.25 0.093
H -0.32910 -0.93400 5.58010 -0.03 -0.06 -0.04 0.094
H 1.18680 -0.09360 5.29280 0.12 -0.02 0.13 0.079
H -0.31760 0.81410 5.50660 -0.02 0.00 0.08 0.073
H 0.10250 -1.19340 3.23320 -0.06 0.27 0.01 0.116
H -1.24030 -0.05120 3.43880 0.31 -0.05 -0.10 0.119
H 0.37550 2.72920 1.95520 -0.12 -0.09 0.08 0.083
H -0.97620 2.17220 2.96710 0.27 0.02 -0.11 0.124
H 1.76950 3.14830 3.92290 0.14 0.06 0.05 0.081
H 0.22660 3.97850 4.00780 0.00 0.06 -0.03 0.094
H 0.50140 2.56870 5.00900 0.02 -0.03 0.03 0.071
H 2.37680 0.96840 3.77610 -0.08 -0.10 -0.08 0.134
H 2.20850 -0.48660 2.76340 -0.09 0.16 0.09 0.118
H 2.78730 2.36870 1.86970 0.05 -0.15 -0.07 0.121
H 3.71900 0.89090 1.58020 -0.21 0.09 0.00 0.140
H 4.16110 1.45320 -4.35140 0.04 0.02 -0.10 0.151
F 2.17510 8.11500 0.00640 0.00 0.01 -0.03 0.102
C 1.57550 6.94420 -0.20020 -0.08 -0.22 0.02 -0.262
C 2.25850 5.77830 0.10330 0.02 0.29 0.02 0.017
C 1.61500 4.56930 -0.09150 0.01 -0.16 -0.03 -0.117
C 0.31700 4.52820 -0.58250 -0.01 -0.91 -0.01 -0.370
C -0.34220 5.71060 -0.89340 -0.03 -0.13 -0.08 -0.117
C 0.28280 6.92650 -0.70340 0.14 0.16 0.05 0.026
Sb -0.76550 2.67160 -0.73470 -0.75 2.31 -0.79 1.663
C -2.43450 3.39640 0.45170 0.53 -0.28 -0.39 -0.335
C -3.69960 2.83270 0.34510 0.06 0.05 -0.04 -0.124
C -4.69510 3.16370 1.24720 -0.09 0.10 0.11 0.022
C -4.40860 4.06920 2.25510 0.19 -0.11 -0.08 -0.263
F -5.34450 4.34980 3.16330 -0.01 0.06 -0.07 0.097
C -3.16650 4.67550 2.35880 -0.26 -0.03 0.11 0.015
C -2.17930 4.32830 1.45530 0.11 -0.06 -0.18 -0.129
C -1.46190 2.88100 -2.77070 0.31 -0.31 0.68 -0.337
C -2.68390 2.35760 -3.17860 0.08 -0.04 0.10 -0.107
C -3.12420 2.55450 -4.47620 0.00 0.06 -0.16 0.016
C -2.31580 3.25620 -5.35830 0.13 -0.06 0.30 -0.263
F -2.73160 3.43750 -6.61090 0.01 0.02 0.04 0.100
C -1.08320 3.76540 -4.97390 -0.21 -0.03 -0.22 0.015
C -0.65920 3.57420 -3.67150 0.02 -0.05 0.18 -0.120
H 3.26560 5.83290 0.48630 0.10 0.02 0.02 0.128
H 2.14630 3.65310 0.13040 0.01 0.02 0.05 0.066
H -1.35030 5.67440 -1.27840 -0.14 0.11 -0.04 0.117
H -0.21800 7.85450 -0.92740 -0.02 0.13 -0.04 0.132
H -3.92450 2.11510 -0.43140 -0.05 0.03 0.02 0.082
H -5.67710 2.72220 1.18290 -0.12 -0.01 0.02 0.132
H -2.98930 5.40090 3.13750 0.00 0.07 0.08 0.128
H -1.21130 4.81130 1.52340 -0.01 -0.03 0.06 0.098
H -3.29990 1.79080 -2.49100 -0.05 0.03 -0.08 0.092
H -4.07970 2.17680 -4.80970 -0.02 -0.03 -0.04 0.130
H -0.48190 4.30480 -5.69020 0.03 0.03 -0.05 0.129
H 0.29250 3.98200 -3.35420 0.03 0.04 -0.04 0.101
O -1.92930 -1.56220 1.32180 -0.33 -1.07 0.52 -0.216
Cl -2.25150 -0.40390 0.60170 -2.50 -1.62 0.99 0.681
O -1.50180 -0.36390 -0.61710 1.21 0.18 -1.61 -0.362
O -3.59910 -0.21740 0.38220 -1.35 0.17 -0.25 -0.161
O -1.68440 0.71710 1.35620 -0.11 1.23 1.22 -0.451
C 1.41330 -5.88900 1.19510 0.32 -0.64 0.51 0.039
N 0.87750 -4.69220 0.61270 -0.32 0.26 -0.51 -0.026
N 1.24950 -3.45640 1.03950 -0.34 0.70 -0.07 0.081
C 0.52730 -2.52400 0.35980 -0.23 -1.65 -0.32 -0.299
O 0.67800 -1.27110 0.64320 0.67 -2.05 0.24 -0.127
C -0.30860 -3.21000 -0.52750 0.30 0.29 0.19 0.096
C -0.07600 -4.56420 -0.32360 0.20 0.46 0.05 -0.202
C -0.72230 -5.73000 -0.96100 -0.03 -0.22 -0.03 0.017
C 2.34090 -3.21630 1.91860 0.43 0.09 0.36 -0.217
C 2.26570 -3.61940 3.24740 -0.01 0.09 -0.23 -0.017
C 3.37200 -3.45530 4.06510 -0.05 -0.04 0.02 -0.044
C 4.53460 -2.89330 3.56080 -0.04 0.01 0.00 -0.044
C 4.58150 -2.44710 2.24870 -0.04 0.04 -0.01 -0.051
C 3.48230 -2.59570 1.41910 -0.11 -0.19 -0.01 -0.004
H 2.47230 -5.75260 1.41450 -0.08 -0.03 -0.08 0.111
H 1.30350 -6.71990 0.50190 -0.02 0.16 -0.08 0.108
H 0.88910 -6.13790 2.12050 0.04 0.01 -0.05 0.114
H -0.99450 -2.76540 -1.22160 -0.10 -0.04 -0.03 0.129
H -1.49900 -5.40270 -1.64490 -0.01 0.03 -0.01 0.100
H -1.17080 -6.37850 -0.21040 -0.07 -0.05 0.02 0.104
H 0.00340 -6.32000 -1.51950 0.03 -0.02 -0.06 0.104
H 1.35850 -4.06810 3.62420 -0.08 -0.06 0.05 0.126
H 3.32870 -3.78620 5.09030 0.01 -0.04 0.12 0.119
H 5.41070 -2.81560 4.18520 0.06 0.06 0.09 0.120
H 5.48740 -2.01110 1.86140 0.13 0.09 -0.06 0.118
H 3.51840 -2.26580 0.38930 -0.01 -0.05 -0.07 0.130
```
Positions in Å, forces in eV/Å.

Here is a structure of composition C41H39KN5P2S2 from OMol25. Energies are from wB97M-V/def2-TZVPD.

M in Da: 766.98
DFT total energy in Ha: -3938.4506
HOMO in eV: -9.84
Total charge: +1
Gap between HOMO and LUMO in eV: 7.52

Geometry as XYZ:
```
90
Properties=species:S:1:pos:R:3:forces:R:3:lowdin_charge:R:1
K 0.43338 0.25888 -1.17070 0.25 -0.08 -0.44 0.576
C -1.38689 1.41014 0.67261 -0.38 0.08 0.27 -0.481
C -1.94487 0.27190 1.53314 0.09 -0.06 -0.16 -0.398
P -1.98149 -1.33029 0.61164 0.04 -0.13 0.07 1.053
C -0.42884 -2.15724 1.15672 -0.09 -0.07 0.08 -0.406
C -0.36479 -3.54518 0.98484 0.10 0.05 0.05 -0.114
C 0.77038 -4.25284 1.33826 -0.01 0.01 -0.01 -0.085
C 1.88271 -3.58533 1.84645 0.00 -0.02 -0.01 -0.095
C 1.84298 -2.21004 1.99925 0.00 0.05 -0.02 -0.078
C 0.69042 -1.49958 1.66214 -0.05 0.01 -0.05 -0.114
C -3.21143 -2.28170 1.57655 0.09 0.00 -0.02 -0.396
C -4.24837 -2.91360 0.89791 -0.05 0.02 -0.01 -0.103
C -5.19523 -3.65942 1.59356 0.01 0.03 -0.01 -0.079
C -5.10968 -3.77114 2.97241 0.01 0.00 -0.01 -0.079
C -4.07820 -3.13749 3.65907 0.02 0.02 -0.02 -0.075
C -3.13230 -2.40002 2.96478 -0.04 -0.05 0.06 -0.088
P -2.01648 3.10668 1.15700 0.10 -0.09 -0.01 1.082
C -3.79317 2.82068 0.78926 -0.07 0.00 0.01 -0.380
C -4.04475 2.83338 -0.58977 -0.03 -0.04 0.06 -0.127
C -5.31749 2.62656 -1.09570 0.02 0.01 0.03 -0.076
C -6.38403 2.43280 -0.22628 0.01 0.00 -0.04 -0.079
C -6.16021 2.44435 1.13944 0.05 0.00 0.04 -0.074
C -4.87718 2.63305 1.64535 0.03 -0.02 -0.16 -0.083
C -1.58050 3.02030 2.93888 0.03 0.11 0.05 -0.376
C -2.33400 2.62428 4.04273 0.19 -0.04 0.00 -0.085
C -1.77222 2.60174 5.31556 -0.06 -0.02 -0.05 -0.074
C -0.44825 2.95989 5.50855 0.05 0.02 -0.02 -0.080
C 0.31989 3.35213 4.41984 -0.02 -0.01 0.00 -0.079
C -0.24667 3.39345 3.15524 -0.07 0.01 0.01 -0.125
H -1.69177 1.25841 -0.37091 -0.14 0.18 0.13 0.025
H -0.29354 1.44040 0.69672 -0.15 0.28 0.36 0.013
H -2.99331 0.47744 1.75988 -0.05 0.01 0.00 0.075
H -1.41560 0.19705 2.48271 -0.01 0.03 0.06 0.081
H -1.22223 -4.07086 0.58091 0.00 -0.01 0.01 0.112
H 0.78619 -5.33166 1.22447 0.00 0.05 0.01 0.109
H 2.77030 -4.13598 2.13667 -0.05 0.01 -0.01 0.106
H 2.69891 -1.68655 2.40880 -0.03 0.01 -0.02 0.109
H 0.67613 -0.42523 1.82964 -0.04 -0.03 0.04 0.093
H -4.31817 -2.81553 -0.17978 0.01 -0.02 0.03 0.099
H -5.99926 -4.14837 1.05695 0.04 0.02 0.02 0.106
H -5.84463 -4.35300 3.51601 0.03 0.03 -0.02 0.107
H -4.01025 -3.22348 4.73664 0.00 0.00 -0.03 0.106
H -2.32314 -1.92277 3.50754 0.00 -0.02 -0.03 0.109
H -3.22553 3.01748 -1.27835 -0.01 0.01 -0.01 0.094
H -5.48147 2.63456 -2.16634 0.01 0.00 0.04 0.107
H -7.38446 2.28564 -0.61349 0.04 0.00 0.01 0.107
H -6.98704 2.30293 1.82517 0.04 0.01 -0.02 0.109
H -4.75150 2.63391 2.71166 0.04 0.05 0.17 0.077
H -3.35415 2.30654 3.93555 -0.17 -0.05 -0.04 0.077
H -2.37787 2.29340 6.15960 0.01 0.02 -0.04 0.108
H -0.01761 2.94008 6.50189 -0.01 0.00 -0.03 0.107
H 1.35380 3.64429 4.55928 -0.04 -0.01 -0.02 0.106
H 0.35288 3.73123 2.31443 -0.01 0.01 0.02 0.092
N 4.39982 2.29489 -3.14356 0.13 -0.08 0.06 0.125
C 5.07974 1.19098 -3.71443 -0.03 0.05 -0.01 -0.232
C 5.99498 1.39771 -4.73142 0.01 0.08 -0.04 -0.016
C 6.67518 0.32332 -5.29131 0.01 0.02 -0.01 -0.072
C 6.42393 -0.96352 -4.84960 -0.01 -0.04 0.02 -0.077
C 5.48631 -1.17354 -3.84439 0.01 -0.04 -0.03 -0.094
C 4.83152 -0.10032 -3.26883 -0.15 0.01 0.00 -0.441
S 3.66573 -0.35381 -1.96197 0.38 -0.08 0.06 0.964
N 2.82788 1.10476 -1.87433 0.00 -0.05 0.01 -0.353
C 3.25850 2.18457 -2.39693 0.01 0.08 -0.06 -0.353
C 2.47017 3.44092 -2.14962 -0.03 -0.13 0.09 -0.199
C 2.93743 4.68703 -2.53766 0.07 0.06 -0.02 -0.007
C 2.17962 5.81388 -2.25176 0.05 0.04 -0.03 -0.043
C 0.98355 5.65651 -1.58470 -0.03 0.01 0.03 -0.038
C 0.59401 4.37077 -1.22796 0.11 -0.11 -0.10 -0.122
N 1.31040 3.27983 -1.49866 -0.07 0.14 -0.06 0.101
H 4.58859 3.17894 -3.57703 -0.01 0.03 -0.05 0.115
H 6.18342 2.40705 -5.08474 0.00 -0.06 0.02 0.119
H 7.39650 0.50114 -6.07774 -0.01 -0.01 0.02 0.110
H 6.94726 -1.80530 -5.28436 -0.02 0.04 0.02 0.109
H 5.26728 -2.17864 -3.50067 0.01 0.04 -0.02 0.106
H 3.88710 4.81613 -3.03897 -0.04 0.01 0.03 0.108
H 2.53052 6.79523 -2.54594 -0.01 -0.04 0.01 0.118
H 0.35829 6.50395 -1.33486 0.02 -0.05 -0.01 0.115
H -0.33421 4.21725 -0.69235 -0.03 -0.03 0.01 0.044
S 0.20613 -2.45710 -2.31979 -0.12 -0.38 -0.32 0.573
C 1.18014 -3.80595 -2.16363 0.05 -0.08 0.08 -0.871
N 2.41127 -3.85090 -1.63092 0.24 0.02 -0.02 0.028
C 2.94455 -5.20531 -1.52256 -0.11 0.07 -0.04 -0.124
C 1.94009 -6.01298 -2.37037 -0.07 0.15 0.04 -0.119
N 0.84729 -5.05542 -2.53656 0.02 -0.08 0.01 0.025
H 2.77918 -3.06330 -1.12680 -0.05 0.01 0.02 0.095
H 2.96380 -5.53954 -0.48393 -0.05 0.02 0.03 0.106
H 3.95373 -5.26473 -1.92416 0.03 -0.01 0.01 0.115
H 1.60199 -6.91032 -1.85802 -0.02 -0.03 0.01 0.116
H 2.36500 -6.30285 -3.33103 0.00 0.04 -0.06 0.118
H 0.03392 -5.21758 -3.10282 -0.01 0.01 -0.01 0.136
```
Positions in Å, forces in eV/Å.